No. 1
Computed, not measured: C5H8LaO5 as an isolated structure, with wB97M-V/def2-TZVPD.

The geometry in XYZ format:
```
19
Properties=species:S:1:pos:R:3:forces:R:3
La -1.915 0.818 1.581 2.866 -0.162 -0.083
O -0.191 -0.312 2.641 -1.578 0.631 -0.674
O 0.124 1.725 0.840 -1.862 -0.616 0.470
O -1.797 -0.338 -1.193 -0.014 0.076 0.840
O -2.062 1.487 -2.486 0.793 -0.408 0.899
O -0.277 0.139 -2.721 0.406 0.008 0.034
C -0.951 -1.505 -1.234 -0.104 -0.210 0.091
C -1.388 0.563 -2.126 -1.215 0.265 -1.578
C 0.974 0.448 2.725 0.727 0.566 0.234
C 1.272 1.158 1.390 0.634 -0.450 0.011
C 0.240 -1.020 -2.047 0.324 0.137 0.165
H 0.897 1.231 3.516 -0.060 -0.318 -0.258
H 0.577 -1.741 -2.797 -0.041 0.222 0.182
H -0.697 -1.788 -0.206 -0.009 0.026 -0.250
H -1.507 -2.310 -1.731 0.092 0.191 0.150
H 2.074 1.909 1.557 -0.344 -0.183 -0.084
H 1.067 -0.697 -1.404 -0.119 -0.127 -0.196
H 1.856 -0.169 3.001 -0.353 0.110 -0.087
H 1.704 0.399 0.696 -0.141 0.241 0.134
```
Forces are in eV/Å.

Results
* strongest force on any atom: 0.056 hartree/bohr
* Kohn-Sham gap (alpha / beta): 0.188 / 0.309 Eh
* LUMO energy (alpha / beta): -0.1 / -0.3 eV
* relative energy (zero: lowest compared OMol25 entry of this formula, charge and spin): 0.0 kcal/mol
* 2S+1: 2
* E: -16410.195 eV
* HOMO level (alpha / beta): -5.245 / -8.759 eV

Results of the Mulliken charge analysis, in e, for atoms 1 through 5: number 1, La, carries 0.947; number 2, O, carries -0.733; number 3, O, carries -0.722; number 4, O, carries -0.356; number 5, O, carries -0.545



No. 2
Computed, not measured: a 6-piece molecular cluster, H11O5S overall, with wB97M-V/def2-TZVPD.

The geometry in XYZ format:
```
17
Properties=species:S:1:pos:R:3:forces:R:3
S -0.517 -0.706 -2.055 0.422 0.731 0.089
O 0.091 1.495 1.106 -0.729 0.179 -0.937
O -0.449 -1.789 1.132 -0.398 -0.019 -0.535
O 1.936 2.116 5.825 0.089 0.220 -0.455
O -2.685 1.927 -3.767 0.929 1.086 -0.293
O 1.666 -3.196 -1.903 2.124 0.260 -0.025
H 1.065 -3.910 -1.941 -1.234 -0.799 0.053
H -3.471 1.397 -3.742 0.065 -0.839 0.197
H 2.108 2.554 4.981 0.155 0.205 0.224
H 0.452 0.268 -2.081 -0.479 -0.499 0.018
H 0.587 1.290 0.289 -0.369 -0.069 0.519
H 0.354 -1.766 0.599 0.229 -0.009 0.193
H 1.222 -2.428 -1.545 -0.861 0.490 -0.228
H 1.407 1.379 5.518 -0.265 -0.438 0.189
H -1.055 -1.484 0.425 0.154 -0.016 0.384
H -1.869 1.408 -3.624 -0.947 -0.363 0.221
H -0.842 1.447 0.782 1.115 -0.121 0.387
```
Forces are in eV/Å.

Results
* strongest force on any atom: 0.042 hartree/bohr
* Kohn-Sham gap: 0.265 Eh
* LUMO energy: 3.2 eV
* charge: -1
* relative energy (zero: lowest compared OMol25 entry of this formula, charge and spin): 32.3 kcal/mol
* E: -21253.074 eV
* HOMO level: -4.015 eV

Results of the natural (NBO) charge analysis, in e, for atoms 1 through 5: number 1, S, carries -1.054; number 2, O, carries -0.960; number 3, O, carries -0.970; number 4, O, carries -0.940; number 5, O, carries -0.983



No. 3
Computed, not measured: an isolated molecule of C4H9NO, with wB97M-V/def2-TZVPD.

The geometry in XYZ format:
```
15
Properties=species:S:1:pos:R:3:forces:R:3
O 1.569 0.333 1.269 0.096 0.127 -0.087
N 0.451 0.617 -1.145 -0.082 0.048 -0.231
C -1.506 0.862 0.264 -0.050 -0.043 -0.007
C -0.968 0.348 -1.055 -0.043 0.260 0.109
C 0.455 -0.741 -0.609 0.270 -0.184 0.072
C 0.933 -0.842 0.844 -0.173 -0.264 -0.037
H 1.629 -1.688 0.916 -0.093 0.126 -0.015
H 0.082 -1.067 1.504 0.108 0.047 -0.077
H -0.781 1.028 1.072 -0.095 -0.046 -0.136
H -1.925 1.840 -0.008 0.042 -0.120 0.030
H 0.899 -1.450 -1.309 -0.090 0.081 0.111
H 0.745 0.590 -2.117 -0.034 0.008 0.153
H 1.460 0.967 0.537 0.024 -0.042 0.121
H -0.696 -1.052 -0.780 0.003 -0.090 0.059
H -2.344 0.253 0.618 0.115 0.091 -0.066
```
Forces are in eV/Å.

Results
* strongest force on any atom: 0.007 hartree/bohr
* Kohn-Sham gap: 0.343 Eh
* LUMO energy: 0.9 eV
* relative energy (zero: lowest compared OMol25 entry of this formula, charge and spin): 115.4 kcal/mol
* E: -7827.315 eV
* HOMO level: -8.381 eV

Results of the natural (NBO) charge analysis, in e, for atoms 1 through 5: number 1, O, carries -0.724; number 2, N, carries -0.669; number 3, C, carries -0.724; number 4, C, carries 0.025; number 5, C, carries -0.219



No. 4
Computed, not measured: an isolated ion of composition C9H10NO2S2 and charge +1, with wB97M-V/def2-TZVPD.

The geometry in XYZ format:
```
24
Properties=species:S:1:pos:R:3:forces:R:3
S -1.074 -0.742 1.341 0.165 -0.060 0.258
S -0.151 1.035 -1.052 0.220 0.412 3.080
O -1.577 0.756 -1.558 -1.546 2.063 -1.591
O 0.330 2.357 -1.275 -0.484 0.421 0.198
N 0.669 -0.074 -1.755 1.352 -0.746 -0.885
C -1.229 -0.007 2.886 -0.417 1.614 -0.858
C -0.467 0.716 0.694 0.784 1.156 -0.968
C 2.660 -0.722 -2.929 -1.223 -0.129 0.060
C -1.603 -0.770 4.065 -0.442 0.528 0.465
C 1.898 0.209 -2.181 -0.037 2.018 2.510
C 0.932 -2.511 -3.585 -1.379 0.729 -2.344
C -0.921 1.344 2.856 -0.069 -1.704 0.344
C -0.475 1.757 1.622 -0.537 -3.846 -0.958
C 1.906 -1.712 -3.378 0.279 -0.749 0.634
H 0.529 -3.322 -3.020 0.366 -0.394 0.586
H -0.928 1.919 3.748 -0.155 0.584 0.471
H -1.828 -0.157 4.956 -1.051 -0.191 -0.790
H 2.394 1.207 -1.774 -0.950 -1.980 -1.219
H -0.216 2.676 1.358 1.205 3.919 -0.932
H -0.687 -1.100 4.392 2.413 -1.582 0.864
H 3.701 -0.626 -3.030 1.062 0.243 -0.420
H -1.999 1.676 -1.695 0.392 -1.816 0.178
H -2.174 -1.645 3.815 -0.753 -0.111 0.468
H 0.310 -2.266 -4.500 0.805 -0.379 0.848
```
Forces are in eV/Å.

Results
* strongest force on any atom: 0.082 hartree/bohr
* Kohn-Sham gap: 0.284 Eh
* LUMO energy: -4.6 eV
* charge: +1
* relative energy (zero: lowest compared OMol25 entry of this formula, charge and spin): 115.7 kcal/mol
* E: -36739.243 eV
* HOMO level: -12.377 eV

Results of the natural (NBO) charge analysis, in e, for atoms 1 through 5: number 1, S, carries 0.537; number 2, S, carries 2.301; number 3, O, carries -0.846; number 4, O, carries -0.879; number 5, N, carries -0.820



No. 5
Computed, not measured: a 2-piece molecular cluster, C3H2O3 overall, with wB97M-V/def2-TZVPD.

The geometry in XYZ format:
```
8
Properties=species:S:1:pos:R:3:forces:R:3
O 1.247 0.675 -0.847 2.357 0.127 -0.396
O 2.386 -0.546 0.753 -0.560 0.335 0.798
O -1.549 -0.989 -0.791 -3.652 0.876 -0.232
C -0.255 0.535 0.542 -2.054 1.659 2.759
C -1.187 0.028 0.000 -1.127 -3.273 -1.077
C 1.704 0.105 0.075 1.853 -0.820 -2.792
H -2.589 -1.052 -0.848 3.057 0.149 0.274
H 0.244 1.245 1.116 0.126 0.947 0.667
```
Forces are in eV/Å.

Results
* strongest force on any atom: 0.074 hartree/bohr
* Kohn-Sham gap: 0.345 Eh
* LUMO energy: 0.1 eV
* relative energy (zero: lowest compared OMol25 entry of this formula, charge and spin): 87.9 kcal/mol
* E: -9281.716 eV
* HOMO level: -9.284 eV

Results of the natural (NBO) charge analysis, in e, for atoms 1 through 5: number 1, O, carries -0.502; number 2, O, carries -0.491; number 3, O, carries -0.653; number 4, C, carries -0.389; number 5, C, carries 0.300